The following is a DFT calculation (the ωB97M-V functional and the def2-TZVPD basis) of a molecular structure, C37H42BrFGe2IrN3O2Se2 at a distorted geometry.

The expectation value of S² is 6.09. The value obtained for the highest occupied orbital energy (alpha / beta) is -12.012 / -13.167 eV. Its total charge is +2. Its total energy is -366919.2390 eV. As for the spin multiplicity: 5. The calculation puts the molar mass at 1155.02 g/mol. The gap between HOMO and LUMO (alpha / beta) comes out at 5.865 / 5.164 eV.

Each line ends with the Löwdin charge.
Geometry (Å):
Ir: 0.74654 -0.67872 1.43531  1.211
Br: 6.73795 -5.34085 0.79171  0.829
C: 5.47127 -4.02718 1.25484  -0.675
C: 4.17224 -4.22591 1.03456  -0.077
C: 3.14072 -3.18655 1.32557  -0.159
C: 3.67716 -1.96736 2.01117  -0.190
C: 5.06778 -1.82217 2.20863  0.009
C: 5.94025 -2.79857 1.83752  -0.035
N: 2.80004 -1.02124 2.37696  -0.009
C: 3.10756 -0.02649 3.21642  -0.051
C: 2.24504 1.10699 3.34666  -0.272
C: 2.58507 2.18949 4.16372  0.015
C: 1.78432 3.31388 4.17455  -0.012
C: 0.65219 3.34666 3.36352  -0.018
C: 0.35367 2.23193 2.60731  -0.119
N: 1.10988 1.12658 2.60179  -0.078
H: 3.83153 -5.16202 0.61121  0.123
H: 2.38596 -3.64670 1.97831  0.167
H: 5.46099 -0.90812 2.63204  0.117
H: 7.00433 -2.66083 1.98462  0.121
H: 4.02117 -0.04073 3.80088  0.131
H: 3.48696 2.13341 4.76170  0.132
H: 2.03694 4.16335 4.80001  0.130
H: 0.01101 4.21906 3.32394  0.124
H: -0.52362 2.20391 1.97701  0.101
C: -4.17947 -3.02504 0.61008  -0.382
Se: -3.42358 -1.26079 0.92364  0.911
C: -3.24473 -1.42077 2.84880  -0.555
C: -2.18306 -2.38413 3.35333  -0.484
Se: -0.33295 -1.74751 3.46139  0.988
C: -0.71576 -0.30164 4.69598  -0.327
H: -5.20383 -3.04704 0.97663  0.033
H: -3.58503 -3.79280 1.10508  0.020
H: -4.17155 -3.19712 -0.46419  0.025
H: -4.21817 -1.74687 3.21307  0.080
H: -3.08378 -0.40338 3.20231  0.046
H: -2.13585 -3.31516 2.79406  0.056
H: -2.39548 -2.63761 4.39165  0.079
H: -1.24953 -0.72738 5.54143  0.052
H: -1.30863 0.47204 4.21692  0.027
H: 0.23139 0.11050 5.03542  0.029
O: 1.65639 0.28402 -0.26157  -0.144
N: 0.97687 0.91533 -1.02611  -0.140
O: -0.23484 0.91957 -0.74183  -0.217
C: -1.78339 1.32236 -5.71043  -0.232
Ge: -1.07937 0.33819 -4.17948  0.740
C: -2.18512 -1.20277 -3.71289  -0.234
C: 0.80697 -0.16512 -4.25008  -0.239
Ge: -1.18728 1.92028 -2.23997  1.029
C: -2.92363 2.20406 -1.42440  -0.322
C: -3.10977 2.61576 -0.10302  -0.124
C: -4.39076 2.74604 0.42097  -0.079
C: -5.49706 2.47394 -0.37897  -0.061
C: -5.31844 2.09410 -1.70399  -0.059
C: -4.03768 1.95528 -2.22259  -0.119
C: 0.04281 3.41209 -2.41157  -0.330
C: 0.37834 4.23398 -1.33341  -0.115
C: 1.33627 5.22673 -1.48656  -0.073
C: 1.96397 5.40263 -2.71469  -0.061
C: 1.62330 4.59714 -3.79487  -0.058
C: 0.66304 3.60301 -3.64309  -0.118
H: -1.88738 0.63985 -6.55699  0.032
H: -1.12298 2.13746 -6.00579  0.017
H: -2.76476 1.73669 -5.47922  0.018
H: -2.22214 -1.89426 -4.55831  0.032
H: -3.20199 -0.90994 -3.45259  0.015
H: -1.73208 -1.71799 -2.86391  0.006
H: 1.03363 -0.64776 -5.20342  0.032
H: 1.02100 -0.87004 -3.44221  0.009
H: 1.45252 0.70736 -4.13490  0.013
H: -2.25353 2.85133 0.52138  0.076
H: -4.52785 3.07396 1.44715  0.109
H: -6.49611 2.56427 0.02814  0.114
H: -6.17911 1.91094 -2.33596  0.115
H: -3.91067 1.64649 -3.25471  0.083
H: -0.11092 4.11141 -0.36978  0.090
H: 1.59101 5.86840 -0.64807  0.109
H: 2.72102 6.17088 -2.83063  0.114
H: 2.10827 4.73960 -4.75405  0.115
H: 0.39989 2.98204 -4.49176  0.071
F: 1.38158 -5.41378 -2.42117  0.101
C: 1.27439 -4.49141 -1.46377  -0.285
C: 0.00526 -4.25887 -0.92204  0.038
C: -0.14218 -3.19288 0.01048  -0.108
C: 0.89632 -2.41654 0.42145  -0.323
C: 2.30798 -2.77521 0.00930  -0.245
C: 2.37982 -3.82044 -1.06222  0.049
H: -0.83801 -4.85204 -1.25704  0.127
H: -1.14254 -2.96063 0.35766  0.044
H: 2.81566 -1.87631 -0.36878  0.138
H: 3.33637 -4.03635 -1.52525  0.141

Atoms 1-3, force components in eV/Å:
Ir -0.8 0.0 0.0
Br 0.0 0.1 0.1
C 0.3 -0.1 0.0

=====

The following is a DFT calculation (the ωB97M-V functional and the def2-TZVPD basis) of a molecular structure, C37H42MnN9O at a distorted geometry.

The expectation value of S² is 8.84. The value obtained for the highest occupied orbital energy (alpha / beta) is -1.746 / -2.509 eV. Its total charge is -1. Its total energy is -85830.1925 eV. As for the spin multiplicity: 6. The calculation puts the molar mass at 683.74 g/mol. The gap between HOMO and LUMO (alpha / beta) comes out at 3.836 / 4.590 eV.

Each line ends with the Löwdin charge.
Geometry (Å):
Mn: -0.07007 0.01620 -0.24084  0.670
C: -1.83129 -3.47895 1.73113  -0.135
C: -1.09039 -2.70737 0.86729  -0.226
N: -1.11953 -1.34250 0.87767  -0.047
C: -1.90579 -0.70787 1.83319  -0.179
C: -2.70585 -1.43328 2.74396  -0.189
C: -2.66349 -2.86926 2.68219  -0.076
C: -3.50122 -0.71360 3.65308  -0.084
C: -3.52540 0.66832 3.61114  -0.124
C: -2.72368 1.38303 2.72107  -0.050
C: -1.86209 0.70751 1.85553  -0.209
N: -0.96474 1.26161 0.93665  -0.007
C: -0.76394 2.56247 0.65508  -0.220
C: -0.95420 3.67973 1.46058  -0.025
C: -0.70792 4.97688 0.96732  -0.095
C: -0.27188 5.21795 -0.30654  -0.074
C: -0.01434 4.11450 -1.15726  -0.160
C: 0.47214 4.23470 -2.47448  -0.021
C: 0.71432 3.11680 -3.21616  -0.064
C: 0.47597 1.85519 -2.64530  -0.137
N: 0.02109 1.70807 -1.43053  0.038
C: -0.23533 2.80760 -0.67406  -0.142
H: -1.74913 -4.55886 1.67232  0.081
H: -0.40645 -3.16913 0.16100  0.078
H: -3.25252 -3.45465 3.37629  0.080
H: -4.10303 -1.25726 4.37424  0.092
H: -4.17160 1.21511 4.28943  0.087
H: -2.80968 2.45694 2.68697  0.078
H: -1.24619 3.55919 2.48997  0.088
H: -0.86440 5.81829 1.63443  0.097
H: -0.09648 6.22557 -0.66414  0.096
H: 0.64953 5.22247 -2.88633  0.111
H: 1.10112 3.18410 -4.22459  0.097
H: 0.67876 0.94466 -3.19904  0.098
C: 2.18589 -2.86902 -3.92799  -0.039
N: 0.88963 -3.02333 -3.25017  -0.178
C: 0.47064 -4.37803 -2.86974  -0.040
C: 0.59083 -2.07518 -2.36686  -0.197
N: 0.33181 -1.25785 -1.60348  0.148
H: 2.25784 -3.63987 -4.69144  0.082
H: 3.02681 -2.95106 -3.23788  0.089
H: 2.22518 -1.89490 -4.41005  0.091
H: 0.84029 -5.06754 -3.62373  0.081
H: -0.61620 -4.43302 -2.84608  0.085
H: 0.86307 -4.67076 -1.89423  0.093
C: -5.20971 -1.64501 -3.41065  -0.052
N: -4.66324 -0.80617 -2.36304  -0.106
C: -4.84127 0.63617 -2.40783  -0.053
C: -3.56070 1.14198 -1.72559  -0.446
O: -3.33116 2.29982 -1.50804  0.091
N: -2.75597 0.03910 -1.43379  0.193
C: -3.41754 -1.00634 -1.82605  -0.423
N: -2.93176 -2.26403 -1.67019  0.190
H: -6.29520 -1.55649 -3.42388  0.086
H: -4.95834 -2.68802 -3.23559  0.074
H: -4.82595 -1.36071 -4.39731  0.090
H: -5.72035 0.96197 -1.85432  0.129
H: -4.90301 1.01456 -3.43061  0.127
H: -2.18638 -2.27399 -0.97601  0.046
H: -3.63408 -2.96072 -1.47403  0.103
C: 3.69975 2.22590 -0.95358  -0.070
C: 4.32921 0.83743 -0.80023  -0.386
C: 3.81790 -0.11464 -1.88590  -0.094
C: 4.12533 0.30814 0.60769  -0.170
C: 5.25386 0.14922 1.40366  -0.097
C: 5.18566 -0.22792 2.73896  -0.141
C: 3.91838 -0.42992 3.28776  -0.084
C: 2.76203 -0.31055 2.53829  -0.156
C: 1.40256 -0.46781 3.18600  -0.385
C: 1.32546 -1.59526 4.21749  -0.079
C: 0.95581 0.85969 3.81009  -0.057
C: 2.80838 0.03483 1.13385  -0.291
N: 1.69117 0.07271 0.39272  -0.020
H: 3.85430 2.63080 -1.96233  0.068
H: 4.13555 2.92007 -0.23154  0.079
H: 2.62941 2.16057 -0.75673  0.050
H: 5.40922 0.94543 -0.94096  0.112
H: 2.73449 -0.19030 -1.80317  0.026
H: 4.24664 -1.11321 -1.75019  0.071
H: 4.08827 0.24982 -2.88730  0.068
H: 6.22897 0.34627 0.95905  0.091
H: 6.08337 -0.34584 3.33447  0.072
H: 3.83366 -0.69384 4.34061  0.095
H: 0.71041 -0.70068 2.38045  0.083
H: 1.83440 -1.32769 5.15078  0.062
H: 1.77880 -2.51327 3.83368  0.077
H: 0.27873 -1.80583 4.45905  0.069
H: 1.66328 1.16368 4.59025  0.075
H: -0.04168 0.77130 4.25429  0.071
H: 0.92326 1.64521 3.05011  0.071

Atoms 1-3, force components in eV/Å:
Mn 0.4 0.3 1.7
C -0.1 0.1 0.1
C 0.1 0.0 0.1

=====

Asked for energy above the lowest of the compared OMol25 structures with the same formula, charge and spin across the records above, the calculation gives 25.5; 291.9 kJ/mol in order.